No. 1
The molecule C3H10NOP in a non-equilibrium geometry, computed with ωB97M-V/def2-TZVPD.

CARTESIAN COORDINATES (ANGSTROEM)
C (1.857, 0.713, -0.385)
C (1.080, 0.505, 0.923)
P (-0.870, 0.273, 0.076)
C (-0.840, -1.005, -1.222)
N (-1.714, -0.321, 1.328)
O (-1.352, 1.491, -0.599)
H (2.887, 0.908, -0.213)
H (1.689, -0.119, -1.042)
H (1.445, 1.561, -0.836)
H (0.934, 1.398, 1.405)
H (1.233, -0.291, 1.625)
H (-0.564, -0.659, -2.173)
H (-0.147, -1.837, -1.038)
H (-1.843, -1.582, -1.290)
H (-1.235, -1.086, 1.808)
H (-2.559, 0.052, 1.632)

Its structure (SMILES) is CC[P@@](C)(N)=O. The total energy is -591.661492 Eh. For the HOMO energy, the calculation gives -9.042 eV. The value obtained for the molecular weight is 107.09 g/mol. The energy above the lowest of the compared OMol25 structures with the same formula, charge and spin is 13.3 kcal/mol.

What are the Löwdin partial charges on each atom? They are as follows, in elementary charge units: -0.16, -0.19, 0.53, -0.20, -0.09, -0.36, 0.06, 0.05, 0.05, 0.02, 0.05, 0.02, 0.04, 0.08, 0.07, 0.04

No. 2
C9H36F2InNO13S2 as an isolated structure in a non-equilibrium geometry, computed with ωB97M-V/def2-TZVPD.

CARTESIAN COORDINATES (ANGSTROEM)
In (-0.347, -3.472, -1.889)
N (0.531, -1.041, -0.587)
S (-0.315, 0.173, -0.086)
O (-0.686, 1.209, -0.992)
O (-0.076, 0.601, 1.271)
F (-1.657, -0.696, 0.085)
S (2.076, -0.496, -0.388)
O (2.576, -0.303, 0.948)
O (2.377, 0.556, -1.344)
F (2.809, -1.786, -0.867)
C (-3.938, 2.036, -1.867)
O (-4.883, 1.495, -0.994)
H (-3.023, 2.173, -1.286)
H (-3.626, 1.374, -2.693)
H (-4.222, 3.002, -2.292)
H (-5.784, 1.574, -1.331)
C (0.809, 0.670, -4.107)
O (0.084, 0.357, -5.287)
H (0.892, 1.762, -4.058)
H (0.277, 0.285, -3.224)
H (1.803, 0.231, -4.116)
H (-0.606, 1.029, -5.354)
C (-3.467, 1.067, 2.665)
O (-4.312, 0.434, 1.715)
H (-3.840, 0.754, 3.652)
H (-2.402, 0.820, 2.614)
H (-3.606, 2.147, 2.615)
H (-4.735, 1.101, 1.164)
C (5.292, -0.186, 3.324)
O (4.742, -1.118, 2.431)
H (6.342, -0.429, 3.427)
H (5.113, 0.836, 2.934)
H (4.701, -0.143, 4.254)
H (3.784, -0.958, 2.358)
C (3.466, -4.954, -1.678)
O (2.175, -4.962, -1.055)
H (4.137, -4.494, -0.939)
H (3.821, -5.960, -1.901)
H (3.555, -4.303, -2.545)
H (2.250, -5.397, -0.203)
C (-1.453, 4.377, -2.132)
O (-1.286, 3.326, -3.047)
H (-0.416, 4.620, -1.847)
H (-1.863, 5.286, -2.570)
H (-2.101, 4.146, -1.276)
H (-0.959, 2.545, -2.576)
C (-2.899, -2.534, 2.764)
O (-3.715, -2.275, 1.661)
H (-2.359, -3.470, 2.600)
H (-2.104, -1.788, 2.915)
H (-3.436, -2.628, 3.718)
H (-3.895, -1.310, 1.681)
C (1.201, 3.871, 0.366)
O (1.089, 5.226, 0.679)
H (2.036, 3.460, 0.975)
H (0.293, 3.332, 0.608)
H (1.610, 3.647, -0.632)
H (1.907, 5.665, 0.395)
C (1.333, -3.240, 2.047)
O (0.565, -3.945, 1.061)
H (1.141, -3.467, 3.095)
H (2.358, -3.454, 1.743)
H (1.150, -2.169, 1.952)
H (-0.281, -4.209, 1.445)

Its net charge is +2. The total energy is -2582.577069 Eh. For the HOMO energy, the calculation gives -14.931 eV. The value obtained for the molecular weight is 583.33 g/mol. The energy above the lowest of the compared OMol25 structures with the same formula, charge and spin is 9.9 kcal/mol.

What are the Löwdin partial charges on each atom? They are as follows, in elementary charge units: 1.07, -0.33, 0.45, -0.25, -0.24, -0.19, 0.53, -0.25, -0.23, -0.13, -0.14, -0.06, 0.05, 0.11, 0.10, 0.12, -0.12, -0.02, 0.10, 0.07, 0.09, 0.10, -0.09, -0.08, 0.11, 0.08, 0.10, 0.08, -0.08, -0.01, 0.10, 0.12, 0.12, 0.06, -0.12, -0.25, 0.09, 0.09, 0.08, 0.08, -0.10, -0.04, 0.10, 0.10, 0.09, 0.04, -0.12, -0.01, 0.08, 0.09, 0.12, 0.05, -0.13, 0.01, 0.12, 0.08, 0.11, 0.12, -0.11, -0.21, 0.10, 0.09, 0.05, 0.08

No. 3
A 2-piece molecular cluster, CHOS overall in a non-equilibrium geometry, computed with ωB97M-V/def2-TZVPD.

CARTESIAN COORDINATES (ANGSTROEM)
C (2.772, -0.435, -0.803)
O (2.694, 0.242, 0.123)
S (-0.331, 1.377, 0.169)
H (0.897, 1.419, 0.820)

Its net charge is -1. The total energy is -512.147923 Eh. For the HOMO energy, the calculation gives -2.304 eV. The value obtained for the molecular weight is 61.09 g/mol. The energy above the lowest of the compared OMol25 structures with the same formula, charge and spin is 15.1 kcal/mol.

What are the Löwdin partial charges on each atom? They are as follows, in elementary charge units: -0.02, -0.09, -0.43, -0.46

No. 4
The molecule H3N in a non-equilibrium geometry, computed with ωB97M-V/def2-TZVPD.

CARTESIAN COORDINATES (ANGSTROEM)
N (0.026, 0.009, -0.293)
H (-0.038, 0.880, 0.105)
H (-0.795, -0.468, 0.076)
H (0.806, -0.421, 0.112)

Its structure (SMILES) is N. The total energy is -56.545997 Eh. For the HOMO energy, the calculation gives -10.328 eV. The value obtained for the molecular weight is 17.03 g/mol. The energy above the lowest of the compared OMol25 structures with the same formula, charge and spin is 2.4 kcal/mol.

What are the Löwdin partial charges on each atom? They are as follows, in elementary charge units: 0.03, -0.04, 0.02, -0.02

No. 5
A 6-piece molecular cluster, C30H59F4N2O22P overall in a non-equilibrium geometry, computed with ωB97M-V/def2-TZVPD.

CARTESIAN COORDINATES (ANGSTROEM)
C (9.978, 1.356, 1.650)
C (8.493, 1.492, 1.914)
O (7.801, 1.345, 0.695)
C (6.390, 1.502, 0.835)
C (5.752, 0.479, -0.070)
O (4.414, 0.840, -0.329)
C (3.912, 0.355, -1.556)
C (2.497, -0.116, -1.378)
O (1.735, 0.958, -0.869)
C (0.356, 0.920, -1.187)
P (-0.557, 1.693, 0.347)
C (-0.506, 0.051, 1.203)
C (-1.569, -0.969, 0.824)
O (-2.661, -0.868, 1.696)
C (-0.968, -2.385, 0.917)
N (-0.268, -2.858, -0.275)
C (-1.828, 2.345, -0.858)
C (-3.255, 2.753, -0.551)
O (-3.321, 3.966, 0.156)
C (-4.196, 1.701, 0.000)
F (-5.471, 2.096, -0.317)
F (-4.177, 1.558, 1.325)
F (-3.995, 0.516, -0.609)
C (-1.210, 2.635, 1.939)
O (-1.728, 2.130, 2.921)
N (-0.913, 4.019, 1.970)
C (-1.546, 4.710, 3.028)
O (-1.002, 5.093, 4.029)
F (-2.846, 4.927, 2.828)
H (10.201, 1.723, 0.654)
H (10.302, 0.323, 1.695)
H (10.571, 1.925, 2.356)
H (8.197, 0.714, 2.618)
H (8.295, 2.459, 2.379)
H (6.098, 1.361, 1.871)
H (6.126, 2.508, 0.518)
H (5.766, -0.485, 0.441)
H (6.355, 0.417, -0.973)
H (4.539, -0.432, -1.969)
H (3.884, 1.179, -2.271)
H (2.106, -0.474, -2.327)
H (2.510, -0.929, -0.647)
H (0.210, 1.515, -2.092)
H (0.031, -0.095, -1.416)
H (0.635, 2.444, 0.503)
H (-0.417, 0.152, 2.278)
H (0.441, -0.364, 0.873)
H (-1.834, -0.844, -0.230)
H (-3.434, -1.271, 1.292)
H (-0.342, -2.472, 1.798)
H (-1.814, -3.047, 1.090)
H (0.718, -2.644, -0.211)
H (-0.622, -2.402, -1.104)
H (-1.373, 3.201, -1.347)
H (-1.902, 1.597, -1.639)
H (-3.696, 2.956, -1.530)
H (-4.219, 4.101, 0.476)
H (-1.049, 4.457, 1.068)
C (-6.989, -1.098, -1.793)
O (-6.769, -1.848, -2.994)
C (-5.846, -2.795, -2.874)
O (-5.209, -3.039, -1.882)
O (-5.739, -3.427, -4.041)
C (-4.772, -4.479, -4.050)
H (-7.750, -0.359, -2.021)
H (-7.344, -1.743, -0.997)
H (-6.076, -0.593, -1.489)
H (-5.033, -5.248, -3.326)
H (-3.778, -4.091, -3.838)
H (-4.793, -4.900, -5.051)
C (-3.754, 0.712, 4.666)
O (-3.555, 0.370, 6.053)
C (-4.391, -0.538, 6.535)
O (-5.282, -1.084, 5.935)
O (-4.086, -0.752, 7.815)
C (-4.917, -1.715, 8.462)
H (-3.005, 1.456, 4.405)
H (-3.618, -0.160, 4.035)
H (-4.752, 1.126, 4.524)
H (-4.831, -2.686, 7.976)
H (-5.956, -1.391, 8.461)
H (-4.559, -1.787, 9.484)
C (12.630, -3.538, -2.593)
O (12.024, -2.244, -2.558)
C (10.873, -2.198, -1.889)
O (10.342, -3.128, -1.342)
O (10.418, -0.951, -1.929)
C (9.177, -0.754, -1.242)
H (13.546, -3.427, -3.164)
H (12.864, -3.880, -1.588)
H (11.977, -4.255, -3.087)
H (9.280, -0.989, -0.187)
H (8.393, -1.365, -1.688)
H (8.922, 0.294, -1.349)
C (6.165, 1.954, -7.105)
O (4.933, 2.512, -7.570)
C (3.902, 2.320, -6.754)
O (3.933, 1.739, -5.702)
O (2.828, 2.885, -7.300)
C (1.638, 2.755, -6.521)
H (6.906, 2.184, -7.863)
H (6.457, 2.404, -6.159)
H (6.079, 0.875, -6.993)
H (1.758, 3.236, -5.552)
H (1.379, 1.706, -6.387)
H (0.854, 3.255, -7.081)
C (-12.641, -2.529, 1.684)
O (-11.390, -1.839, 1.720)
C (-10.845, -1.760, 2.934)
O (-11.312, -2.206, 3.946)
O (-9.694, -1.102, 2.824)
C (-8.977, -0.940, 4.053)
H (-12.963, -2.517, 0.647)
H (-12.523, -3.557, 2.018)
H (-13.378, -2.020, 2.301)
H (-8.713, -1.906, 4.474)
H (-9.563, -0.366, 4.767)
H (-8.069, -0.396, 3.810)

Its structure (SMILES) is CCOCCOCCOC[PH](C[C@H](O)CN)(C[C@H](O)C(F)(F)F)C(=O)NC(=O)F.COC(=O)OC.COC(=O)OC.COC(=O)OC.COC(=O)OC.COC(=O)OC. The total energy is -3684.037828 Eh. For the HOMO energy, the calculation gives -8.513 eV. The value obtained for the molecular weight is 906.76 g/mol. The energy above the lowest of the compared OMol25 structures with the same formula, charge and spin is 0.0 kcal/mol.

Löwdin atomic charge list, values in e, 99 entries: -0.07, -0.28, -0.17, -0.17, -0.19, -0.12, -0.19, -0.20, -0.21, -0.34, 0.96, -0.20, -0.43, -0.02, -0.22, 0.02, -0.19, -0.32, 0.01, -0.55, 0.12, 0.18, 0.14, -0.48, 0.02, 0.11, -0.50, 0.18, 0.13, 0.08, 0.07, 0.07, 0.12, 0.12, 0.12, 0.13, 0.14, 0.12, 0.13, 0.13, 0.13, 0.12, 0.09, 0.07, 0.08, 0.10, 0.08, 0.12, 0.10, 0.12, 0.11, 0.05, 0.06, 0.11, 0.09, 0.16, 0.11, 0.12, -0.03, 0.01, -0.63, 0.12, 0.01, -0.04, 0.10, 0.10, 0.07, 0.10, 0.10, 0.09, -0.02, 0.02, -0.63, 0.11, 0.00, -0.05, 0.07, 0.08, 0.10, 0.10, 0.10, 0.09, -0.04, 0.00, -0.63, 0.12, 0.01, -0.04, 0.09, 0.10, 0.10, 0.09, 0.10, 0.08, -0.04, 0.01, -0.63, 0.12, 0.01

No. 6
A 2-piece molecular cluster, C3H5OP overall in a non-equilibrium geometry, computed with ωB97M-V/def2-TZVPD.

CARTESIAN COORDINATES (ANGSTROEM)
C (-1.175, -0.287, 0.042)
C (-0.057, 0.154, 0.055)
C (-2.600, -0.546, -0.052)
O (3.515, 0.819, -0.033)
P (4.264, -0.515, 0.407)
H (4.158, 1.625, -0.189)
H (0.898, 0.612, -0.125)
H (-3.114, 0.251, 0.574)
H (-2.962, -0.521, -1.061)
H (-2.927, -1.592, 0.382)

The total energy is -533.743987 Eh. For the HOMO energy (alpha / beta), the calculation gives -7.756 / -7.757 eV. The value obtained for the molecular weight is 88.05 g/mol. The energy above the lowest of the compared OMol25 structures with the same formula, charge and spin is 71.8 kcal/mol.

What are the Löwdin partial charges on each atom? They are as follows, in elementary charge units: -0.23, 0.09, -0.14, -0.65, 0.58, 0.08, 0.00, 0.09, 0.06, 0.11